[1]
This record from OMol25 describes a cluster of 18 separate species, H35O18 in total. The level of theory is ωB97M-V/def2-TZVPD.

Each line ends with the natural charge from an NBO analysis.
Cartesian coordinates (Å):
O  -1.836  2.008  0.170  -1.003
H  -4.417  -2.626  0.807  0.469
H  3.207  0.609  -1.978  0.484
O  -1.668  4.863  -0.223  -0.974
H  -2.237  3.381  3.178  0.466
O  2.316  -0.373  -1.358  -0.953
H  0.447  1.991  -1.601  0.448
H  2.953  -0.658  -0.663  0.482
O  1.582  -5.419  -0.705  -0.986
H  2.884  2.664  -4.252  0.500
H  0.624  -5.135  -0.977  0.508
O  0.049  -3.283  0.069  -1.013
H  -0.727  -2.647  -0.128  0.501
H  -1.649  2.037  1.111  0.487
O  -1.785  -0.555  1.035  -1.129
H  -3.834  -1.114  0.879  0.484
H  -1.234  -0.884  0.152  0.506
O  -4.092  -1.784  1.480  -0.951
H  -0.854  -0.187  3.520  0.498
H  1.742  0.340  -1.030  0.516
O  0.473  2.174  2.096  -0.968
H  -5.063  2.005  1.565  0.483
H  -0.363  0.253  4.905  0.462
O  -0.444  -0.920  -1.022  -1.133
H  -0.912  -0.837  -1.825  0.438
H  0.204  2.381  1.216  0.499
O  5.013  -2.055  0.379  -0.964
H  5.952  -2.367  0.026  0.479
H  -0.926  -1.082  -4.152  0.457
O  -1.234  0.126  4.459  -0.962
H  0.329  -0.739  -4.703  0.469
H  -0.114  2.377  2.784  0.468
O  0.541  1.446  -0.983  -1.024
H  0.027  0.459  -1.051  0.495
H  2.221  -5.244  -1.551  0.477
O  -0.344  -1.454  -4.945  -0.926
H  -1.271  3.882  -0.138  0.494
H  -2.283  -1.150  1.629  0.488
O  3.671  1.368  -2.572  -1.025
H  0.858  -2.623  -0.058  0.502
H  -1.503  1.083  -0.084  0.509
O  2.855  3.561  -4.531  -0.983
H  -1.959  4.747  0.672  0.459
H  4.261  -2.614  -0.077  0.486
O  1.607  -4.814  2.163  -0.940
H  4.137  0.842  -3.190  0.442
H  1.247  -5.261  1.387  0.475
O  -2.163  3.483  2.312  -0.940
H  2.250  4.155  -4.062  0.478
H  -3.041  3.663  2.088  0.486
O  -4.305  1.825  2.337  -0.993
H  -3.619  1.148  2.066  0.509
H  0.760  -4.432  2.247  0.462

Calculated values
HOMO: -7.288 eV
multiplicity: 1
lowest unoccupied orbital energy: 2.22 eV
strongest force on any atom: 12.20 eV/A
energy above the lowest of the compared OMol25 structures with the same formula, charge and spin: 5.275 eV
net charge: -1
DFT total energy: -37420.621 eV

***

[2]
This record from OMol25 describes a cluster of 2 separate species, H3IO3P in total. The level of theory is ωB97M-V/def2-TZVPD.

Each line ends with the natural charge from an NBO analysis.
Cartesian coordinates (Å):
O  -1.097  1.095  0.279  -0.967
O  -0.916  -1.257  -0.490  -0.965
O  1.645  -0.192  1.334  -0.760
P  -0.142  0.062  -0.353  1.854
I  0.810  0.699  -2.466  0.223
H  -0.790  1.943  0.631  0.575
H  -1.730  -1.440  0.002  0.572
H  2.220  -0.910  1.063  0.469

Calculated values
HOMO (spin up / spin down): -15.311 / -15.271 eV
multiplicity: 1
lowest unoccupied orbital energy (spin up / spin down): -7.35 / -7.32 eV
strongest force on any atom: 4.28 eV/A
energy above the lowest of the compared OMol25 structures with the same formula, charge and spin: 3.929 eV
net charge: +1
DFT total energy: -23571.744 eV

***

[3]
This record from OMol25 describes an isolated molecule of H3ISi. The level of theory is ωB97M-V/def2-TZVPD.

Each line ends with the natural charge from an NBO analysis.
Cartesian coordinates (Å):
Si  0.377  0.011  0.002  0.686
I  2.848  -0.002  0.001  -0.295
H  0.058  0.329  1.315  -0.156
H  0.620  1.084  -1.003  -0.105
H  -0.039  -1.351  -0.399  -0.130

Calculated values
HOMO: -9.273 eV
multiplicity: 1
lowest unoccupied orbital energy: 0.25 eV
strongest force on any atom: 2.91 eV/A
energy above the lowest of the compared OMol25 structures with the same formula, charge and spin: 0.612 eV
net charge: 0
DFT total energy: -16026.620 eV
SMILES string: [SiH3]I

***

[4]
This record from OMol25 describes a cluster of 2 separate species, H3N2O2 in total. The level of theory is ωB97M-V/def2-TZVPD.

Each line ends with the natural charge from an NBO analysis.
Cartesian coordinates (Å):
N  -1.282  0.694  0.155  -0.780
N  -0.991  -1.598  -0.001  -0.182
O  1.771  0.327  -0.471  -0.998
O  -0.924  -0.486  -0.530  -0.267
H  2.158  0.373  0.389  0.467
H  -1.588  0.300  1.050  0.248
H  0.855  0.390  -0.592  0.511

Calculated values
HOMO (spin up / spin down): -1.344 / -2.213 eV
multiplicity: 3
lowest unoccupied orbital energy (spin up / spin down): 4.75 / 4.69 eV
strongest force on any atom: 3.94 eV/A
energy above the lowest of the compared OMol25 structures with the same formula, charge and spin: 0.000 eV
expectation value of S²: 2.009
net charge: -1
DFT total energy: -7118.348 eV

***

[5]
This record from OMol25 describes a cluster of 2 separate species, H3N2P in total. The level of theory is ωB97M-V/def2-TZVPD.

Each line ends with the natural charge from an NBO analysis.
Cartesian coordinates (Å):
N  -1.145  -0.620  -0.091  -1.111
N  1.145  0.199  -0.078  -1.180
P  -0.429  0.746  0.010  1.175
H  -2.824  -0.321  0.099  0.303
H  1.311  -0.795  -0.019  0.409
H  1.941  0.791  0.078  0.404

Calculated values
HOMO (spin up / spin down): -9.451 / -9.452 eV
multiplicity: 1
lowest unoccupied orbital energy (spin up / spin down): -0.21 / -0.21 eV
strongest force on any atom: 5.53 eV/A
energy above the lowest of the compared OMol25 structures with the same formula, charge and spin: 2.952 eV
net charge: 0
DFT total energy: -12314.508 eV

***

[6]
This record from OMol25 describes a cluster of 2 separate species, H3N3O in total. The level of theory is ωB97M-V/def2-TZVPD.

Each line ends with the natural charge from an NBO analysis.
Cartesian coordinates (Å):
N  -0.226  0.090  -1.855  -0.644
N  0.878  -0.045  1.712  -0.437
N  -0.202  0.289  1.275  0.276
O  -0.731  0.277  0.136  -0.251
H  -1.145  0.067  -2.240  0.335
H  0.238  -0.793  -1.695  0.339
H  1.188  0.116  2.666  0.382

Calculated values
HOMO: -8.652 eV
multiplicity: 1
lowest unoccupied orbital energy: -1.51 eV
strongest force on any atom: 3.38 eV/A
energy above the lowest of the compared OMol25 structures with the same formula, charge and spin: 5.530 eV
net charge: 0
DFT total energy: -6559.860 eV

***

[7]
This record from OMol25 describes a cluster of 2 separate species, H3N3O2P in total. The level of theory is ωB97M-V/def2-TZVPD.

Each line ends with the natural charge from an NBO analysis.
Cartesian coordinates (Å):
N  -2.554  -2.034  0.467  -0.052
N  -2.016  -1.070  0.579  0.028
N  0.727  0.746  0.320  -1.235
O  1.386  -0.768  -1.620  -1.051
O  0.291  -1.815  0.424  -1.213
P  1.432  -0.901  0.095  1.355
H  1.742  0.090  -1.847  0.464
H  0.913  1.063  1.267  0.342
H  -0.277  0.567  0.262  0.362

Calculated values
HOMO: -2.802 eV
multiplicity: 1
lowest unoccupied orbital energy: 4.81 eV
strongest force on any atom: 3.18 eV/A
energy above the lowest of the compared OMol25 structures with the same formula, charge and spin: 0.000 eV
net charge: -1
DFT total energy: -17906.140 eV

***

[8]
This record from OMol25 describes a cluster of 2 separate species, H3N3O2S in total. The level of theory is ωB97M-V/def2-TZVPD.

Each line ends with the natural charge from an NBO analysis.
Cartesian coordinates (Å):
N  -1.555  0.532  0.733  -0.611
N  0.227  -1.213  -0.261  -0.499
N  0.971  -0.172  0.272  0.581
O  1.316  -0.252  1.428  -0.319
O  1.260  0.762  -0.490  -0.447
S  -0.165  -1.247  -1.758  0.576
H  -0.878  1.201  0.400  0.298
H  -1.535  0.504  1.747  0.311
H  0.358  -0.116  -2.070  0.110

Calculated values
HOMO (spin up / spin down): -11.189 / -9.669 eV
multiplicity: 1
lowest unoccupied orbital energy (spin up / spin down): -2.44 / -0.76 eV
strongest force on any atom: 3.41 eV/A
energy above the lowest of the compared OMol25 structures with the same formula, charge and spin: 4.470 eV
net charge: 0
DFT total energy: -19441.666 eV

***

[9]
This record from OMol25 describes an isolated molecule of H3N3O2S. The level of theory is ωB97M-V/def2-TZVPD.

Each line ends with the natural charge from an NBO analysis.
Cartesian coordinates (Å):
N  0.258  -1.432  -0.300  -0.597
N  0.233  -0.040  -0.115  -0.206
S  1.825  0.627  0.025  0.231
N  -0.795  0.742  -0.099  0.586
O  -1.966  0.163  -0.334  -0.515
O  -0.670  1.932  -0.013  -0.374
H  -0.577  -1.523  -0.833  0.388
H  0.155  -1.841  0.595  0.364
H  1.535  1.372  1.074  0.124

Calculated values
HOMO: -9.641 eV
multiplicity: 1
lowest unoccupied orbital energy: 0.33 eV
strongest force on any atom: 6.37 eV/A
energy above the lowest of the compared OMol25 structures with the same formula, charge and spin: 2.387 eV
net charge: 0
DFT total energy: -19443.748 eV
SMILES string: NN(S)[N+](=O)[O-]

***

[10]
This record from OMol25 describes an isolated molecule of H3N3O3. The level of theory is ωB97M-V/def2-TZVPD.

Each line ends with the natural charge from an NBO analysis.
Cartesian coordinates (Å):
N  0.541  -0.110  1.112  -0.658
N  0.256  -0.239  -0.234  0.102
O  -0.046  -1.497  -0.613  -0.491
N  -0.501  0.816  -0.722  0.601
O  -0.486  1.835  -0.052  -0.420
O  -0.988  0.715  -1.821  -0.367
H  -0.274  -0.495  1.642  0.349
H  0.711  0.830  1.365  0.400
H  0.788  -1.855  -0.676  0.484

Calculated values
HOMO: -9.906 eV
multiplicity: 1
lowest unoccupied orbital energy: 0.36 eV
strongest force on any atom: 3.83 eV/A
energy above the lowest of the compared OMol25 structures with the same formula, charge and spin: 4.576 eV
net charge: 0
DFT total energy: -10655.219 eV
SMILES string: NN(O)[N+](=O)[O-]

***

[11]
This record from OMol25 describes a cluster of 2 separate species, H3N3O4 in total. The level of theory is ωB97M-V/def2-TZVPD.

Each line ends with the natural charge from an NBO analysis.
Cartesian coordinates (Å):
N  1.460  1.339  -0.550  -0.615
N  -0.826  0.198  -0.109  0.065
N  -0.617  0.129  1.288  0.586
O  -0.435  1.185  1.807  -0.337
O  -0.718  -0.954  1.790  -0.344
O  -0.024  -1.943  -0.536  -0.421
O  -0.928  -0.838  -0.820  -0.027
H  1.367  1.324  -1.565  0.302
H  1.078  2.214  -0.199  0.314
H  -0.357  -2.653  -1.106  0.477

Calculated values
HOMO (spin up / spin down): -11.109 / -10.316 eV
multiplicity: 1
lowest unoccupied orbital energy (spin up / spin down): -1.92 / -0.66 eV
strongest force on any atom: 2.58 eV/A
energy above the lowest of the compared OMol25 structures with the same formula, charge and spin: 2.570 eV
net charge: 0
DFT total energy: -12697.694 eV

***

[12]
This record from OMol25 describes the ion H3N4 with charge +1. The level of theory is ωB97M-V/def2-TZVPD.

Each line ends with the natural charge from an NBO analysis.
Cartesian coordinates (Å):
N  -2.325  -0.231  0.133  0.245
N  -1.359  0.156  -0.270  0.015
N  0.107  0.642  0.317  -0.102
N  0.993  -0.288  0.160  -0.436
H  0.040  1.413  -0.281  0.416
H  0.784  -1.307  0.494  0.439
H  1.760  -0.385  -0.552  0.424

Calculated values
HOMO: -16.815 eV
multiplicity: 1
lowest unoccupied orbital energy: -7.07 eV
strongest force on any atom: 5.93 eV/A
energy above the lowest of the compared OMol25 structures with the same formula, charge and spin: 2.510 eV
net charge: +1
DFT total energy: -5997.894 eV
SMILES string: N#[N+]NN

***

> Which of these has the lowest strongest force on any atom?

H3N3O4

***

> Look up the multiplicity of the second one.

1

***

> Look up the energy above the lowest of the compared OMol25 structures with the same formula, charge and spin of the fifth one.

2.952 eV